(1)
Molecular formula: C4H8O2
Method: DFT, ωB97M-V/def2-TZVPD

Geometry as XYZ:
```
14
Properties=species:S:1:pos:R:3:forces:R:3:nbo_charge:R:1
C 1.745 0.463 -0.043 0.03 0.05 0.08 -0.632
C 0.563 -0.413 0.275 0.31 -0.05 -0.34 0.082
O -0.275 -0.234 1.447 0.16 0.01 0.13 -0.529
C -1.417 -0.565 0.633 -0.32 -0.05 -0.10 -0.094
C -0.638 -0.172 -0.628 -0.04 -0.28 -0.09 0.051
O -0.813 1.188 -0.968 -0.15 0.12 -0.02 -0.713
H 1.551 1.516 0.161 0.02 -0.12 0.03 0.231
H 2.683 0.140 0.414 -0.17 0.08 0.09 0.214
H 1.834 0.347 -1.134 0.27 0.18 0.22 0.219
H 0.861 -1.473 0.235 -0.06 0.12 -0.08 0.165
H -2.306 0.028 0.891 0.19 -0.06 -0.06 0.177
H -1.672 -1.633 0.693 0.10 0.16 -0.01 0.180
H -0.603 -0.746 -1.559 -0.53 -0.16 0.23 0.173
H -1.513 1.554 -0.416 0.20 0.02 -0.08 0.474
```
Positions in Å, forces in eV/Å.

## Properties
**Gap between HOMO and LUMO**: 10.88 eV
**Relative energy (zero: lowest compared OMol25 entry of this formula, charge and spin)**: 2.173 eV
**HOMO level**: -9.93 eV
**Max |F|**: 0.60 eV/Å
**DFT total energy**: -8371.108 eV

---

(2)
Molecular formula: C34H64Cl10F7N8O11S2
Method: DFT, ωB97M-V/def2-TZVPD

Geometry as XYZ:
```
136
Properties=species:S:1:pos:R:3:forces:R:3:mulliken_charge:R:1
C 17.339 -6.531 7.789 -0.09 -0.60 0.13 0.474
F 16.549 -5.908 6.920 0.15 -0.10 0.19 -0.109
F 18.499 -5.914 7.863 -0.19 -0.10 -0.16 0.033
F 16.779 -6.558 8.991 -0.23 0.35 0.05 0.069
S 17.630 -8.325 7.235 0.07 -0.13 -1.88 -0.385
O 17.482 -8.320 5.792 -0.75 0.02 0.90 -0.592
O 18.982 -8.609 7.662 -1.13 -0.04 0.62 0.157
N 16.309 -9.244 7.919 2.80 1.18 -0.91 -0.732
S 16.989 -9.920 9.181 1.08 -0.91 1.45 0.514
O 18.033 -10.877 8.883 -0.94 -0.20 0.02 -0.197
O 17.337 -8.953 10.195 -0.57 -0.32 0.22 -0.137
C 15.575 -10.945 9.894 0.38 1.13 0.47 -0.517
F 15.994 -11.408 11.072 0.20 -0.37 -0.16 -0.127
F 14.526 -10.161 10.155 -0.29 0.20 -0.27 -0.067
F 15.191 -11.935 9.120 0.26 -0.29 -0.32 -0.026
C 14.259 -7.385 5.398 0.25 0.95 -0.81 -0.165
C 13.599 -6.900 6.661 -0.89 -0.63 -0.08 0.669
O 12.650 -6.126 6.656 0.30 0.14 0.05 -0.765
N 14.080 -7.466 7.785 0.54 -0.74 0.12 1.085
C 13.573 -7.196 9.100 -0.38 0.77 0.14 -0.907
H 14.942 -6.591 5.081 0.42 -0.23 0.22 0.190
H 13.588 -7.390 4.539 -0.46 -0.36 0.38 0.466
H 14.793 -8.329 5.482 0.06 0.06 0.11 -0.484
H 14.862 -8.131 7.743 -0.76 0.50 -0.15 -0.496
H 14.328 -7.496 9.825 -0.03 0.11 0.07 0.066
H 12.622 -7.681 9.342 0.10 -0.32 -0.23 0.310
H 13.352 -6.127 9.171 0.24 0.00 0.19 0.344
C 13.141 -10.968 6.570 0.14 -0.19 0.33 -0.507
C 14.199 -11.842 5.930 -0.59 -0.52 -0.44 0.840
O 13.926 -12.848 5.282 0.10 0.18 0.18 -0.764
N 15.457 -11.422 6.152 0.18 -0.19 0.15 1.426
C 16.632 -12.150 5.743 1.39 0.16 0.59 -0.624
H 12.124 -11.304 6.385 0.13 -0.15 -0.38 0.392
H 13.260 -9.940 6.232 -0.08 0.09 0.26 0.026
H 13.297 -11.054 7.648 -0.02 0.46 0.06 -0.182
H 15.628 -10.641 6.783 -0.17 -0.15 -0.35 -0.815
H 17.141 -11.643 4.920 -0.18 -0.36 -0.37 0.151
H 16.544 -13.225 5.600 -0.85 0.16 -0.57 0.439
H 17.379 -12.137 6.545 -0.19 0.47 0.21 -0.142
C 17.765 -5.521 15.298 0.07 -0.51 0.01 -1.139
C 17.073 -5.805 13.970 1.25 1.19 0.11 0.605
O 17.231 -5.005 13.058 -0.42 -0.29 -0.15 -0.527
N 16.330 -6.913 13.866 -0.05 -0.73 -0.31 -0.086
C 15.777 -7.350 12.602 -0.85 -0.83 -0.22 -0.742
H 17.868 -6.400 15.938 -0.51 0.10 0.18 0.381
H 17.230 -4.697 15.768 0.00 -0.15 0.27 0.263
H 18.795 -5.201 15.147 -0.14 0.20 -0.46 0.295
H 16.281 -7.557 14.634 0.12 0.10 0.08 0.264
H 15.634 -8.434 12.598 0.18 -0.01 0.37 0.262
H 16.399 -7.189 11.724 0.16 0.58 0.26 0.040
H 14.762 -6.966 12.467 0.14 0.38 -0.25 0.388
C 15.363 -13.413 13.848 -0.22 -0.20 -0.56 -0.563
C 15.584 -14.781 14.437 1.64 -0.39 1.24 0.387
O 16.630 -14.999 15.045 -0.25 0.04 -0.16 -0.682
N 14.650 -15.763 14.377 -0.96 0.81 -0.56 -0.148
C 13.380 -15.622 13.665 0.53 -0.28 0.48 -0.492
H 16.313 -12.905 13.709 0.18 -0.32 0.13 0.278
H 14.800 -12.795 14.549 -0.38 -0.09 -0.21 0.335
H 14.901 -13.491 12.862 -0.36 0.30 0.16 0.102
H 14.853 -16.612 14.871 0.23 0.00 0.00 0.248
H 13.547 -15.798 12.602 -0.41 0.19 -0.10 0.270
H 12.963 -14.638 13.872 -0.06 0.04 -0.33 -0.027
H 12.674 -16.351 14.060 0.02 -0.07 -0.13 0.343
C 17.146 -2.847 5.499 -0.65 1.15 -0.16 -0.676
C 18.424 -2.661 6.276 0.20 -2.34 0.62 0.642
O 19.219 -3.600 6.335 0.05 0.59 -0.36 -0.632
N 18.598 -1.584 7.057 -0.36 1.23 0.27 -0.137
C 17.756 -0.398 7.064 0.27 0.24 -0.55 -0.934
H 17.230 -2.435 4.491 0.14 -0.15 -0.06 0.387
H 16.316 -2.303 5.957 0.06 0.00 0.06 0.337
H 16.846 -3.887 5.448 0.43 -0.11 0.00 -0.166
H 19.384 -1.603 7.685 0.11 -0.23 -0.12 0.276
H 16.784 -0.537 7.536 -0.02 -0.16 -0.02 0.244
H 17.642 -0.050 6.035 -0.38 -0.05 0.01 0.332
H 18.255 0.436 7.556 0.15 -0.25 0.25 0.336
C 18.296 -14.302 8.281 -0.10 -0.16 0.53 -0.403
C 19.151 -15.539 8.407 -1.11 -0.92 0.76 0.286
O 18.677 -16.529 8.963 0.41 0.23 -0.14 -0.713
N 20.389 -15.573 7.882 0.84 0.98 0.06 -0.064
C 20.916 -14.592 6.947 -0.65 -0.24 -0.98 -0.775
H 17.764 -14.369 7.332 0.24 0.47 -0.17 0.361
H 18.815 -13.367 8.482 -0.01 0.06 -0.61 0.100
H 17.528 -14.367 9.050 0.03 -0.23 0.02 0.251
H 20.878 -16.449 7.964 -0.15 -0.09 0.04 0.234
H 20.439 -13.618 7.025 -0.04 -0.11 0.42 0.182
H 20.637 -14.949 5.949 0.43 0.21 -0.22 0.325
H 21.990 -14.429 6.989 0.02 -0.29 0.28 0.324
C 22.597 -9.711 8.341 0.11 -0.22 -1.38 -0.362
C 23.213 -11.075 8.554 1.54 0.83 0.53 0.330
O 24.424 -11.208 8.394 -0.39 -0.51 -0.19 -0.710
N 22.431 -12.094 8.963 -0.99 -0.19 0.58 0.019
C 21.042 -11.918 9.361 -0.63 0.22 -0.80 -0.309
H 22.202 -9.214 9.221 -0.25 -0.19 -0.04 -0.125
H 21.893 -9.810 7.506 -0.68 0.14 0.56 0.243
H 23.348 -9.077 7.872 0.32 -0.03 0.47 0.380
H 22.855 -12.993 9.108 0.28 0.11 0.00 0.278
H 20.855 -10.928 9.770 0.16 -0.04 0.11 -0.039
H 20.652 -12.647 10.070 0.59 -0.16 0.15 0.502
H 20.387 -11.998 8.490 -0.02 0.16 0.02 -0.152
C 15.909 -9.592 3.030 -0.51 -0.09 -0.21 0.815
Cl 17.255 -10.123 2.003 -0.13 0.19 0.30 -0.198
Cl 14.577 -8.895 2.040 0.35 -0.15 0.27 -0.207
H 15.506 -10.458 3.544 0.02 -0.03 -0.11 -0.234
H 16.214 -8.847 3.757 0.31 0.05 -0.21 -0.223
C 20.973 -6.495 5.919 0.28 0.31 0.48 0.593
Cl 22.203 -7.346 4.983 0.00 -0.38 -0.19 -0.204
Cl 21.516 -6.328 7.622 -0.13 0.14 -0.45 -0.163
H 20.880 -5.524 5.448 -0.19 0.13 0.41 0.258
H 20.033 -7.033 5.940 0.13 -0.17 -0.17 -0.529
C 15.931 -3.830 10.524 -0.25 -0.85 -0.25 0.467
Cl 15.905 -2.393 11.498 -0.08 0.50 0.29 -0.191
Cl 15.300 -3.527 8.866 0.43 -0.06 0.29 -0.170
H 16.934 -4.246 10.545 0.04 0.22 -0.47 -0.107
H 15.279 -4.592 10.940 -0.09 0.22 0.16 -0.034
C 20.095 -7.953 10.954 -0.53 0.39 0.25 1.192
Cl 19.651 -6.223 10.961 0.09 -0.27 -0.03 -0.187
Cl 21.632 -8.206 11.812 -0.13 -0.13 -0.32 -0.203
H 19.308 -8.471 11.490 0.15 -0.04 0.04 -0.038
H 20.102 -8.293 9.922 0.41 0.03 0.02 -0.726
C 12.515 -13.995 8.925 -0.41 0.44 -0.17 -0.316
Cl 11.693 -15.536 9.194 0.34 -0.05 0.14 -0.180
Cl 12.761 -13.053 10.420 -0.22 -0.34 -0.08 0.024
H 13.476 -14.107 8.435 -0.02 -0.31 0.09 0.169
H 11.834 -13.432 8.295 0.18 0.17 0.01 0.248
F 9.880 -8.408 15.231 -0.08 0.11 0.13 -0.309
C 10.596 -9.394 14.668 0.98 -0.27 -0.38 0.071
C 10.805 -10.577 15.359 -0.38 0.04 0.00 -0.280
C 11.471 -11.613 14.712 0.18 0.43 -0.11 -0.619
C 12.007 -11.387 13.462 0.46 -0.23 -0.97 0.488
C 11.894 -10.164 12.792 -0.21 -0.77 0.96 -0.417
C 11.187 -9.165 13.422 -0.65 0.52 -0.11 -0.353
H 10.442 -10.704 16.369 -0.20 0.09 -0.05 0.422
H 11.589 -12.579 15.183 0.01 0.04 0.12 0.317
H 12.537 -12.172 12.938 -0.01 -0.18 0.21 -0.251
H 12.325 -10.046 11.809 0.01 0.14 0.00 0.476
H 11.035 -8.224 12.907 -0.08 0.11 0.23 0.456
```
Positions in Å, forces in eV/Å.

## Properties
**Gap between HOMO and LUMO**: 9.25 eV
**HOMO level**: -7.49 eV
**Max |F|**: 3.18 eV/Å
**Net charge**: -1
**DFT total energy**: -236661.544 eV